(1)
C41H111N11O12 | ωB97M-V/def2-TZVPD

Geometry (Å):
H: 4.483 -0.589 -0.823
C: -3.471 0.988 -4.296
C: 4.245 2.438 1.548
H: -2.105 4.067 4.032
C: -3.198 -3.503 1.032
H: -3.574 -0.981 2.118
C: -2.396 3.065 3.716
H: 1.160 -5.449 -5.251
H: -5.143 5.962 2.307
H: -0.370 -3.669 3.505
H: 4.351 -1.464 1.338
H: 4.460 3.494 1.386
C: -1.565 0.840 0.868
H: 2.240 3.013 -2.878
H: 5.272 -1.012 -3.170
O: 5.837 -2.851 1.174
H: -5.490 1.163 6.113
O: -3.808 -2.329 0.514
H: -3.626 0.897 4.170
N: 0.498 -5.757 4.932
H: -2.410 3.975 -1.818
O: 0.274 -6.691 -3.924
C: 3.066 2.087 -0.607
C: 0.178 6.248 0.675
C: 2.637 6.162 -4.834
H: 2.221 7.193 -3.022
H: 6.127 -2.173 3.145
H: -0.803 -1.753 0.482
N: -4.069 1.714 -3.288
H: -2.747 3.754 -0.097
H: -1.052 -1.033 -1.084
H: -1.430 -8.564 -4.507
H: 1.974 5.383 -2.950
C: -5.913 1.986 5.521
N: -2.007 -5.577 0.616
H: -6.967 2.064 5.791
C: 1.777 2.070 -2.557
H: -3.069 0.324 -0.608
H: -0.160 -4.697 -4.262
N: -4.214 6.273 2.577
H: -6.218 2.353 3.410
H: 4.637 5.859 -5.452
N: 2.337 7.276 -5.741
O: -3.983 0.815 -5.384
H: -1.789 2.318 4.238
H: 1.263 -0.751 -1.507
C: -0.349 6.658 -2.774
H: -2.049 -3.913 -0.771
O: 1.892 -1.656 0.286
C: -0.214 -4.368 6.883
H: -4.673 7.984 0.643
H: -0.503 5.807 -2.106
C: -0.970 -8.076 -2.463
H: 2.849 -0.017 0.991
H: -4.267 1.391 2.581
H: -1.553 7.140 2.226
C: -2.688 -4.425 -0.048
H: -0.773 -3.489 7.210
H: 0.743 2.157 -2.902
H: -4.968 2.121 -3.432
H: 0.107 -6.263 -1.897
H: -7.321 0.322 4.053
H: 2.621 -2.903 1.652
H: -5.418 2.893 5.870
H: -3.412 7.412 -0.494
H: 7.572 -0.570 -3.720
H: -3.547 1.867 -2.419
H: -1.921 -9.047 -0.937
H: -0.688 -5.200 7.414
H: 2.381 5.207 -5.296
H: -0.039 -0.992 3.708
C: -4.330 -1.462 1.490
H: 2.193 2.839 1.109
H: 0.825 -4.264 7.204
C: -5.712 1.635 4.064
H: -2.823 -7.989 -3.555
C: 1.839 6.302 -3.542
H: -0.089 7.586 -2.250
H: 0.045 0.994 -0.305
N: -0.283 0.311 0.382
H: -1.364 1.638 1.576
N: 2.442 0.797 1.461
H: 4.505 7.172 -4.316
C: 0.692 -5.397 -4.274
H: -1.723 -1.598 3.309
H: 3.763 1.302 -0.938
H: 1.351 7.522 -5.630
H: 3.449 3.056 -0.956
O: -1.184 6.054 0.517
H: 2.282 1.217 -3.015
H: 8.018 -2.703 -6.581
C: 2.934 2.058 0.902
H: -4.701 -0.649 0.849
C: 5.882 -3.061 2.555
H: -1.772 0.676 -3.090
O: -0.836 -2.327 5.046
H: 0.795 -2.943 1.448
C: -3.934 -4.960 -0.826
O: -2.235 2.065 -1.199
H: 0.348 -6.483 5.633
C: 7.333 -1.639 -3.589
H: -2.700 -6.075 1.176
H: -1.397 -4.877 5.232
C: -0.381 -1.014 -0.199
H: -5.241 -1.775 2.010
H: -2.118 -9.644 -3.333
C: -1.914 -8.590 -3.532
H: 2.787 8.108 -5.352
H: 4.440 -2.276 -0.984
H: -3.943 -4.033 1.655
H: 6.907 -2.186 -1.078
C: 0.952 -1.462 -0.733
H: -1.834 -6.298 -0.106
N: -1.623 -8.083 -1.115
H: 1.475 -5.492 5.071
O: 0.469 6.404 -3.883
H: -1.062 3.719 -0.671
C: -0.449 -6.696 -2.750
H: -0.833 -8.058 -0.454
C: -2.089 3.452 -0.916
H: 1.867 -3.749 0.313
H: 4.381 5.483 -3.737
O: -3.784 2.929 3.856
H: 5.059 1.755 1.280
O: 7.144 -2.226 -4.858
H: -3.591 5.569 0.656
C: 1.777 -2.875 0.971
O: 1.759 1.950 -1.155
C: -0.340 -4.627 5.380
H: -1.787 5.388 2.434
H: -2.119 3.044 2.652
C: -3.656 7.615 0.551
H: 0.829 -2.399 -1.303
H: -1.300 -5.976 -2.801
C: 5.329 -1.597 0.850
C: 5.105 -1.470 -0.621
H: 6.586 -3.862 2.793
H: 4.925 -3.456 2.951
H: -1.783 -0.148 -4.613
H: 8.738 -1.262 -5.787
C: -0.093 -3.401 4.537
C: 8.312 -2.265 -5.634
H: -1.953 0.004 1.458
H: 0.989 -3.171 4.494
H: -1.531 -0.479 4.582
C: 4.125 6.174 -4.540
H: 1.453 0.657 1.152
H: -4.500 -4.136 -1.276
N: -6.368 0.365 3.718
H: -3.561 -5.594 -1.630
H: -5.883 -0.417 4.158
C: -3.359 6.379 1.370
H: -1.346 6.874 -3.178
N: -2.224 0.467 -3.960
H: -3.868 5.492 3.137
H: 0.672 6.305 -0.291
H: 5.615 -2.718 -2.908
H: 9.103 -2.838 -5.131
C: -4.258 1.633 3.655
H: 8.156 -2.128 -3.051
C: 6.035 -1.701 -2.808
H: 5.950 -0.753 1.189
N: 6.319 -1.424 -1.408
H: -4.593 -5.496 -0.146
C: -1.012 -1.310 4.095
H: 4.203 2.262 2.627
H: -3.461 1.610 0.463
H: 0.437 7.211 1.145
H: 0.643 5.468 1.292
H: -2.406 -3.203 1.746
H: -2.974 8.441 0.799
C: -2.627 1.212 -0.144
H: -0.070 -8.711 -2.427
C: -1.902 6.220 1.732
H: 1.407 -4.968 -3.553

Force components x, y, z for each atom (eV/Å):
H 0.36 0.16 0.19
C 0.07 0.19 0.39
C 0.23 -0.21 0.85
H -0.14 -0.12 0.44
C 0.10 0.69 1.20
H -0.03 -0.57 0.41
C 0.37 0.50 -0.90
H -0.06 0.08 -0.09
H 0.03 0.29 -0.08
H -0.15 0.25 0.07
H 0.07 0.03 0.02
H 0.45 -0.14 -0.18
C 0.82 -1.19 0.36
H 0.32 -0.17 0.08
H 0.19 0.17 -0.16
O 0.72 -0.26 -0.06
H -0.09 0.07 0.04
O 0.35 -0.74 0.02
H -0.19 -0.06 0.21
N -0.18 0.35 0.44
H 0.15 0.12 0.02
O 0.50 -0.04 -0.47
C -0.26 0.22 0.05
C 1.24 0.43 0.39
C -0.07 0.71 0.39
H -0.30 -0.07 0.25
H 0.16 0.08 -0.25
H 0.03 0.21 0.39
N 1.07 -0.42 0.36
H 0.05 -0.05 0.06
H -0.08 -0.03 0.21
H -0.02 0.19 0.00
H 0.16 0.30 0.31
C 0.27 -0.19 0.81
N 0.14 0.17 -0.80
H -0.04 -0.03 -0.16
C -0.49 0.42 -0.11
H 0.36 -0.04 -0.17
H 0.05 -0.18 -0.35
N 0.56 -0.26 -0.11
H 0.23 0.31 0.21
H 0.15 -0.05 0.13
N -0.29 0.43 0.26
O 0.05 -0.19 -0.06
H -0.27 -0.07 0.17
H 0.60 0.23 0.56
C -1.44 0.52 -0.54
H 0.31 -0.03 0.34
O 0.78 0.31 -0.59
C -0.32 0.03 0.21
H -0.14 -0.20 0.02
H 0.52 0.01 0.13
C 0.43 -0.50 0.55
H 0.35 0.50 0.25
H 0.33 -0.14 0.03
H -0.01 -0.15 0.08
C -1.66 -1.36 0.06
H 0.14 0.10 -0.22
H 0.01 -0.38 0.03
H -0.17 0.03 -0.26
H 0.41 -0.49 -0.05
H -0.03 0.24 0.02
H -0.23 -0.07 0.41
H 0.03 0.08 -0.34
H -0.31 -0.02 -0.03
H 0.34 -0.21 0.09
H -0.48 0.03 -0.57
H -0.44 0.30 -0.32
H 0.34 -0.09 0.03
H -0.16 0.08 -0.18
H -0.18 0.18 -0.30
C -0.61 1.42 -1.59
H -0.03 -0.08 0.32
H 0.01 -0.02 -0.02
C -1.14 -0.12 0.04
H -0.12 -0.14 0.00
C 0.07 -0.76 -0.49
H 0.42 -0.29 0.24
H 0.36 -0.49 -0.03
N -0.85 0.85 -0.17
H 0.09 0.22 -0.17
N -0.94 -0.16 -0.81
H -0.17 0.03 0.25
C -0.06 0.51 0.32
H 0.46 -0.32 -0.27
H -0.27 0.00 -0.19
H 0.05 -0.42 -0.33
H 0.24 -0.04 0.14
O -0.57 -0.04 0.18
H 0.03 0.03 -0.19
H 0.27 -0.10 -0.14
C -0.06 -0.19 0.19
H -0.05 0.13 0.39
C -0.41 -0.88 0.95
H -0.04 0.06 0.13
O -0.25 -0.07 -0.03
H 0.20 -0.11 0.43
C 0.79 0.96 -0.25
O 0.24 -0.16 0.17
H 0.05 -0.13 -0.35
C -0.36 0.84 -0.53
H -0.01 0.40 0.18
H 0.13 -0.24 -0.25
C -0.57 0.18 -1.29
H 0.43 -0.61 0.31
H -0.37 0.09 0.03
C 0.43 -0.17 0.09
H 0.21 -0.23 -0.24
H 0.15 -0.26 0.33
H 0.11 -0.13 -0.21
H 0.07 0.19 0.06
C -0.47 -0.87 -0.51
H -0.01 0.69 0.30
N 1.14 -0.80 -0.07
H -0.12 0.01 -0.13
O 0.40 0.20 0.29
H 0.04 -0.07 0.03
C -1.22 1.29 0.96
H -0.33 0.44 -0.12
C -0.21 -0.12 0.04
H 0.02 0.13 -0.21
H 0.08 0.05 0.02
O 0.40 0.48 0.61
H 0.05 0.37 -0.60
O -0.24 -0.11 0.24
H 0.13 -0.26 0.39
C -0.23 -0.25 -0.32
O 0.28 -0.13 -0.19
C -0.32 -0.05 0.71
H 0.30 -0.12 -0.24
H -0.03 -0.22 0.09
C 1.00 0.85 -0.28
H -0.14 -0.02 0.21
H -0.02 -0.33 -0.32
C -1.04 0.92 0.11
C -0.87 -0.18 -0.83
H 0.25 0.24 -0.27
H -0.03 0.38 -0.29
H 0.01 0.00 -0.18
H -0.22 -0.01 -0.14
C 0.61 -0.56 -0.55
C 0.23 0.33 0.37
H -0.40 0.29 0.16
H -0.13 0.17 0.18
H 0.40 0.06 0.21
C 0.19 -0.40 -0.51
H 0.82 0.31 0.67
H 0.07 -0.10 0.06
N 0.80 -0.54 -0.16
H -0.28 -0.29 0.02
H -0.08 0.13 0.00
C -1.13 -0.85 -0.31
H 0.11 -0.13 -0.04
N -0.69 0.34 -0.05
H -0.08 0.17 0.02
H -0.15 -0.41 -0.17
H -0.05 0.10 -0.18
H -0.14 -0.23 -0.19
C -0.43 -0.26 -0.91
H -0.11 -0.02 0.06
C 0.21 -0.88 0.32
H 0.29 -0.31 0.13
N 0.19 -0.08 0.19
H 0.03 -0.22 -0.03
C -0.43 0.37 0.23
H -0.42 0.28 -0.02
H 0.08 0.43 -0.36
H -0.37 -0.04 0.16
H -0.01 -0.09 -0.11
H 0.08 -0.16 -0.32
H -0.25 -0.01 0.31
C -0.69 -0.35 0.51
H -0.22 -0.11 -0.20
C -0.19 0.82 -0.18
H 0.08 -0.32 -0.03

## Properties
SMILES: COC[C@H](C)N.COC[C@H](C)N.COC[C@H](C)N.COC[C@H](C)N.COC[C@H](C)N.COC[C@H](C)N.COC[C@H](C)N.COCCNCCOC.COCCNCCOC.NC(N)=O
Orbital gap: 9.187 eV

Here are the Löwdin charges for atoms 1 to 2, given in e: number 1, H, carries 0.097; number 2, C, carries -0.662



(2)
C6H6O2 | ωB97M-V/def2-TZVPD

Geometry (Å):
H: -1.526 1.620 -0.218
C: 1.050 -0.034 -1.312
C: 0.626 -1.092 0.014
H: -2.182 0.176 -0.967
H: 0.803 0.082 2.064
C: -0.065 0.122 -0.196
O: 2.143 0.782 0.582
H: 2.871 1.369 -1.146
O: 0.606 -2.454 -0.069
H: -1.919 0.008 0.918
C: 2.084 0.777 -0.718
C: 0.954 0.076 0.951
C: -1.492 0.477 -0.135
H: 1.255 -3.012 0.369

Force components x, y, z for each atom (eV/Å):
H -0.36 -1.43 0.80
C 0.68 1.23 0.39
C 3.10 1.05 0.32
H 1.07 -0.36 0.66
H -0.02 0.08 -1.31
C -0.39 -2.09 0.56
O -0.51 0.38 0.79
H 0.19 0.01 -0.54
O -1.93 0.76 -0.37
H 0.88 1.60 -2.68
C -1.02 -1.88 -0.71
C -0.31 -1.56 0.70
C -1.91 1.21 1.19
H 0.54 0.99 0.17

## Properties
SMILES: C[C@@]12C3=CO[C@@H]1[C@]32O
Orbital gap: 8.408 eV

Here are the Löwdin charges for atoms 1 to 2, given in e: number 1, H, carries 0.097; number 2, C, carries 0.033



(3)
C6H6 | ωB97M-V/def2-TZVPD

Geometry (Å):
H: 1.254 1.980 -0.563
H: 2.813 0.119 -0.587
C: -2.452 -0.225 -0.265
H: 2.215 -0.499 0.884
H: 1.424 -0.959 -0.340
C: -0.567 0.476 0.073
C: -1.300 -0.740 0.340
H: -0.937 -1.421 1.052
C: -1.861 1.019 -0.060
H: -3.478 -0.659 -0.450
C: 0.956 1.026 -0.039
C: 1.933 -0.116 -0.047

Force components x, y, z for each atom (eV/Å):
H -1.01 -0.97 1.02
H 0.78 -0.11 -0.78
C -1.29 -2.45 -0.22
H 0.85 0.27 2.16
H -0.90 -1.99 -1.84
C 8.72 3.36 -1.94
C 0.50 1.12 -0.98
H -0.65 -1.17 1.37
C -1.81 2.06 0.96
H 1.44 0.81 0.08
C -6.30 -2.84 -0.27
C -0.33 1.90 0.43

## Properties
Orbital gap (spin up / spin down): 7.673 / 7.822 eV

Here are the Löwdin charges for atoms 1 to 2, given in e: number 1, H, carries 0.092; number 2, H, carries 0.062



(4)
C29H33N6O7PReSb | ωB97M-V/def2-TZVPD

Geometry (Å):
H: 1.602 -1.450 2.577
C: 3.169 3.983 -3.381
C: 3.562 2.712 -3.027
H: 0.758 -5.262 -2.276
N: 4.171 4.733 -4.138
H: 3.286 0.232 3.351
N: 1.217 0.202 3.821
H: -0.125 -1.215 2.952
C: 2.956 0.414 -2.250
H: 1.511 3.395 4.046
P: 0.698 0.463 1.164
H: -4.505 -5.109 0.929
H: 0.952 -5.555 -0.533
H: 4.532 2.365 -3.326
H: 3.258 -3.930 0.270
Sb: 1.218 -2.840 -1.083
C: -6.150 0.028 0.661
N: -0.057 2.310 3.121
H: 3.812 -2.356 -0.389
C: -4.924 -0.625 0.648
O: 5.251 4.158 -4.295
H: 1.234 3.810 2.403
H: -0.510 -2.179 1.033
H: -0.562 2.634 1.080
Re: 0.218 -0.169 -0.893
C: 1.257 2.401 -2.103
H: 2.031 -2.916 -3.769
H: 1.622 5.577 -3.349
N: -0.255 4.351 -2.068
H: 3.141 0.853 1.147
C: -2.589 -2.335 0.400
H: 2.340 2.275 0.545
H: -2.529 -5.770 2.129
H: -0.571 -4.370 2.188
C: -6.408 0.994 -0.256
C: -1.454 -2.742 1.078
H: -1.466 1.332 1.919
C: -4.218 0.688 -1.267
C: -3.705 -3.206 0.258
C: -5.433 1.334 -1.224
C: 1.066 3.753 -2.508
C: 0.850 -0.692 2.711
O: 0.197 1.539 -2.015
C: 3.023 -2.871 0.141
H: 3.089 -3.910 -2.752
C: 2.608 1.906 -2.376
C: -3.956 -0.323 -0.345
H: -4.752 -1.465 1.273
O: -0.752 3.928 -1.012
H: 0.270 1.742 5.006
O: 3.895 5.841 -4.573
C: 0.470 -4.915 -1.296
N: 2.451 2.090 2.697
N: -1.529 -0.423 -0.618
C: -2.655 -0.987 -0.153
C: 2.477 0.956 3.655
C: 0.086 1.150 4.085
C: 2.305 1.520 1.323
H: -4.573 -2.879 -0.344
C: 2.005 4.604 -3.116
H: -5.618 2.118 -1.931
H: 2.939 -2.431 1.118
H: -3.505 0.938 -2.065
H: -7.351 1.500 -0.303
H: -0.835 0.603 4.076
H: -0.637 -4.928 -1.170
C: -1.443 -4.000 1.676
O: 2.220 -0.256 -1.334
O: -0.690 5.280 -2.762
C: 2.592 -2.961 -2.833
H: -6.899 -0.284 1.354
C: -2.543 -4.817 1.629
C: -0.469 1.795 1.799
H: 2.666 1.326 4.632
C: 1.263 2.950 3.065
H: 3.286 -2.150 -2.802
C: -3.704 -4.404 0.946
O: 3.825 -0.059 -2.972

Force components x, y, z for each atom (eV/Å):
H 0.40 -0.21 -0.29
C 2.10 0.72 -0.76
C -2.10 -0.53 1.07
H 0.04 0.08 -0.29
N 1.60 0.29 -0.73
H -0.74 0.77 0.36
N -1.29 0.63 -0.82
H 0.98 0.75 -0.42
C 0.12 0.69 -0.75
H -0.28 -0.45 -0.20
P 1.31 2.10 3.68
H -0.66 -0.07 -0.25
H -0.33 0.35 -0.33
H 0.09 -0.30 0.07
H 0.16 0.09 -0.04
Sb 1.57 -0.81 -1.72
C 0.63 -0.95 0.44
N 1.22 -1.91 -0.44
H -0.09 0.01 -0.35
C -0.13 0.54 -1.38
O -0.86 0.97 -0.09
H -0.08 -0.11 -0.41
H -0.91 -0.01 0.35
H 0.21 -0.59 0.12
Re 0.56 0.51 -4.36
C 1.40 -0.84 -2.80
H 0.04 -0.08 0.14
H 0.57 0.49 -0.35
N -0.04 0.85 -0.25
H 0.22 -0.16 -0.09
C -0.55 0.05 0.00
H -0.32 0.24 -0.02
H -0.01 -0.17 0.05
H 0.31 0.11 0.08
C 0.71 1.09 -1.63
C 0.67 -0.90 -0.01
H 0.33 0.24 -0.18
C 0.35 0.14 -0.57
C -0.10 0.31 0.26
C -0.35 -0.25 0.66
C -1.22 -0.08 1.72
C -0.85 1.14 0.40
O 1.47 0.18 1.66
C -0.66 -0.67 0.09
H 0.19 -0.50 0.11
C -0.56 -0.40 -0.11
C 0.04 -0.30 1.52
H 0.09 -0.10 0.83
O 0.59 0.74 -1.70
H -0.13 -1.16 0.01
O 0.01 -0.86 0.45
C -0.38 0.51 1.19
N -1.86 -0.99 -0.45
N -2.50 -1.57 1.33
C 1.02 1.06 -2.21
C 0.32 -0.93 -0.97
C 1.14 1.78 0.00
C -0.32 -0.63 1.14
H 0.70 -0.38 0.46
C -2.91 -1.76 1.31
H -0.23 0.20 -0.25
H -0.25 0.18 0.44
H -0.18 -0.11 0.55
H -0.36 0.15 0.15
H -0.48 -0.27 0.36
H 0.88 -0.02 -0.08
C 0.41 0.15 0.05
O 0.80 0.58 -0.78
O 0.43 -1.63 1.33
C -1.75 0.01 0.23
H -0.34 -0.04 0.44
C -0.92 0.37 -0.14
C -0.56 0.02 0.51
H 0.53 0.54 0.78
C 0.90 0.60 0.16
H 0.35 0.46 0.18
C 1.19 -0.26 -0.14
O -1.36 0.33 1.69

## Properties
Charge: +1
2S+1: 4
Orbital gap (spin up / spin down): 6.167 / 6.622 eV

Here are the Löwdin charges for atoms 1 to 2, given in e: number 1, H, carries 0.067; number 2, C, carries -0.144



Relative energy (zero: lowest compared OMol25 entry of this formula, charge and spin): 0.0; 568.9; 750.3; 36.5 (kJ/mol)